The following is a DFT calculation (ωB97M-V/def2-TZVPD) of 8 unconnected molecules or ions with the total composition C25H64F6N8O17S6 at a distorted geometry.

Each line ends with the Löwdin charge.
Positions of all 126 atoms, in Å:
C 5.168 5.276 -1.287  -0.048
C 4.664 4.017 -1.913  -0.183
N 3.175 3.857 -1.834  -0.263
C 2.896 2.630 -2.619  0.017
C 2.652 3.761 -0.461  -0.174
C 3.518 2.967 0.463  -0.055
C 2.517 4.983 -2.589  -0.074
C 1.069 4.755 -2.936  -0.241
O 0.387 4.263 -1.850  -0.205
C -0.885 3.751 -2.145  -0.075
H 6.224 5.429 -1.540  0.099
H 5.291 5.188 -0.204  0.084
H 4.639 6.192 -1.523  0.087
H 5.016 3.134 -1.386  0.116
H 4.973 3.921 -2.951  0.138
H 3.564 1.837 -2.303  0.111
H 2.913 2.840 -3.683  0.115
H 1.876 2.326 -2.375  0.098
H 1.681 3.261 -0.466  0.112
H 2.379 4.746 -0.090  0.143
H 4.469 3.440 0.737  0.081
H 3.612 1.944 0.110  0.077
H 3.067 2.988 1.456  0.059
H 3.145 5.262 -3.425  0.149
H 2.440 5.756 -1.820  0.139
H 0.988 4.109 -3.838  0.128
H 0.622 5.685 -3.325  0.149
H -1.488 4.490 -2.687  0.105
H -1.361 3.419 -1.231  0.063
H -0.806 2.864 -2.801  0.087
C 3.684 -1.164 0.694  -0.064
C 3.286 -1.289 2.138  -0.148
N 4.284 -2.046 3.013  -0.274
C 3.906 -1.734 4.415  0.029
C 4.247 -3.525 2.760  -0.156
C 5.177 -4.339 3.607  -0.056
C 5.654 -1.568 2.707  -0.113
C 5.944 -0.113 2.946  -0.207
O 5.714 0.221 4.290  -0.215
C 5.915 1.613 4.563  -0.044
H 4.602 -0.606 0.490  0.078
H 3.003 -0.492 0.159  0.063
H 3.669 -2.067 0.082  0.092
H 2.331 -1.794 2.227  0.120
H 3.275 -0.309 2.600  0.103
H 3.722 -0.680 4.544  0.108
H 4.601 -2.166 5.117  0.114
H 2.923 -2.209 4.508  0.122
H 4.451 -3.664 1.705  0.133
H 3.220 -3.732 3.062  0.135
H 6.223 -4.038 3.528  0.082
H 5.160 -5.381 3.290  0.098
H 4.964 -4.314 4.675  0.089
H 5.921 -1.937 1.723  0.140
H 6.351 -2.116 3.347  0.131
H 5.245 0.492 2.336  0.120
H 6.971 0.136 2.648  0.145
H 5.065 2.244 4.296  0.090
H 6.851 1.877 4.070  0.093
H 5.999 1.649 5.646  0.099
C -7.403 1.125 1.583  0.049
C -6.486 0.543 2.592  -0.455
O -5.578 1.055 3.054  0.248
N -6.715 -0.909 2.933  0.090
H -6.394 -1.106 3.897  0.196
H -7.724 -1.122 2.997  0.198
C -5.967 -1.817 2.006  0.020
H -6.861 1.902 1.055  0.112
H -8.266 1.605 2.044  0.114
H -7.716 0.329 0.904  0.096
H -4.904 -1.619 2.046  0.102
H -6.376 -1.711 1.006  0.086
H -6.185 -2.834 2.322  0.103
C -1.609 -3.353 1.768  0.039
C -2.519 -4.217 0.956  -0.456
O -3.160 -5.066 1.394  0.213
N -2.902 -3.712 -0.381  0.039
H -3.939 -3.507 -0.523  0.102
H -2.398 -2.791 -0.529  0.089
C -2.426 -4.617 -1.475  0.022
H -1.623 -3.586 2.823  0.103
H -1.921 -2.311 1.650  0.074
H -0.604 -3.489 1.357  0.094
H -2.845 -4.242 -2.403  0.094
H -2.845 -5.590 -1.254  0.101
H -1.345 -4.546 -1.519  0.103
C -4.106 -1.806 -6.909  0.033
C -3.735 -0.670 -6.029  -0.406
O -4.434 0.200 -5.659  0.217
N -2.265 -0.659 -5.630  0.096
H -1.831 -1.541 -5.925  0.172
H -1.702 0.097 -6.041  0.191
C -2.082 -0.476 -4.110  0.035
H -5.063 -1.684 -7.400  0.111
H -4.154 -2.737 -6.341  0.111
H -3.363 -1.949 -7.707  0.105
H -2.504 0.487 -3.857  0.093
H -1.005 -0.484 -3.971  0.102
H -2.548 -1.290 -3.576  0.090
N 0.911 3.699 2.376  -0.272
S 0.888 2.252 3.185  0.480
O 1.379 1.152 2.430  -0.289
O -0.183 2.014 4.060  -0.235
F 2.058 2.632 4.181  -0.185
S -0.493 3.707 1.669  0.469
O -1.599 4.144 2.437  -0.245
O -0.695 2.698 0.669  -0.313
F -0.266 5.031 0.759  -0.198
N -5.467 -3.315 -1.406  -0.315
S -6.339 -2.407 -2.438  0.457
O -7.554 -1.885 -1.937  -0.245
O -6.398 -2.888 -3.763  -0.253
F -5.326 -1.195 -2.498  -0.189
S -6.549 -4.417 -0.994  0.476
O -7.386 -5.039 -1.929  -0.206
O -7.034 -4.175 0.320  -0.272
F -5.475 -5.599 -0.758  -0.196
N -1.294 -1.269 -0.911  -0.300
S -2.315 -0.081 -0.359  0.487
O -2.595 0.932 -1.287  -0.226
O -2.211 0.207 1.010  -0.216
F -3.617 -1.015 -0.428  -0.208
S 0.140 -0.764 -0.511  0.470
O 0.594 -1.248 0.758  -0.275
O 0.560 0.542 -0.893  -0.259
F 1.007 -1.653 -1.563  -0.213

Computed properties:
HOMO-LUMO gap	0.2815	hartree
charge	+2
LUMO energy	-4.806	eV
electronic energy	-5695.69572	Ha
2S+1	1

The following is a DFT calculation (ωB97M-V/def2-TZVPD) of a molecular structure, C45H68BN9Sn.

Each line ends with the Löwdin charge.
Positions of all 124 atoms, in Å:
Sn -0.501 0.233 -0.779  1.517
C -5.841 -0.798 -0.807  -0.073
C -4.413 -0.588 -1.298  -0.375
C -4.383 -0.333 -2.802  -0.059
C -3.530 -1.753 -0.956  -0.292
C -3.881 -2.973 -0.360  -0.022
C -2.714 -3.706 -0.375  -0.088
N -1.740 -2.954 -0.910  -0.023
N -2.233 -1.744 -1.260  0.025
B -0.323 -3.486 -1.235  -0.553
N 0.214 -2.885 -2.536  -0.030
C 0.785 -3.565 -3.547  -0.069
C 1.351 -2.661 -4.416  -0.011
C 1.081 -1.408 -3.837  -0.293
N 0.397 -1.558 -2.710  0.037
C 1.490 -0.041 -4.295  -0.393
C 1.169 0.187 -5.769  -0.064
C 2.973 0.210 -4.010  -0.047
N 0.713 -3.252 -0.100  -0.030
C 1.356 -4.238 0.553  -0.104
C 2.420 -3.687 1.231  -0.031
C 2.365 -2.317 0.909  -0.278
N 1.328 -2.068 0.112  0.090
C 3.370 -1.246 1.239  -0.365
C 4.687 -1.852 1.713  -0.069
C 3.616 -0.360 0.018  -0.078
H -6.461 0.059 -1.072  0.080
H -5.882 -0.918 0.278  0.077
H -6.282 -1.686 -1.265  0.081
H -4.015 0.296 -0.796  0.087
H -4.854 -1.160 -3.339  0.089
H -3.357 -0.255 -3.155  0.054
H -4.916 0.587 -3.051  0.081
H -4.854 -3.297 -0.032  0.099
H -2.514 -4.725 -0.084  0.120
H -0.416 -4.682 -1.357  0.116
H 0.746 -4.642 -3.570  0.116
H 1.874 -2.872 -5.333  0.099
H 0.912 0.662 -3.688  0.077
H 1.753 -0.492 -6.395  0.078
H 1.414 1.208 -6.066  0.074
H 0.113 0.011 -5.979  0.078
H 3.596 -0.488 -4.574  0.084
H 3.193 0.080 -2.950  0.063
H 3.255 1.225 -4.301  0.076
H 1.026 -5.260 0.460  0.115
H 3.154 -4.203 1.827  0.095
H 2.972 -0.621 2.047  0.101
H 5.118 -2.482 0.931  0.090
H 4.563 -2.462 2.608  0.052
H 5.403 -1.061 1.944  0.081
H 4.040 -0.959 -0.791  0.088
H 4.311 0.447 0.257  0.082
H 2.687 0.074 -0.352  0.031
C 0.336 2.873 -1.244  -0.118
C 0.057 2.794 0.152  -0.225
C -1.352 2.562 0.282  -0.246
C -1.864 2.446 -1.052  -0.169
C -0.830 2.695 -1.990  -0.318
C -1.006 3.003 -3.466  -0.542
C -1.948 4.214 -3.582  -0.044
C 0.329 3.398 -4.102  -0.051
C -1.632 1.838 -4.237  -0.040
C -2.343 2.760 1.445  -0.514
C -2.686 4.261 1.478  -0.035
C -1.895 2.319 2.843  -0.056
C -3.654 2.001 1.193  -0.068
C 1.166 3.035 1.181  -0.517
C 2.515 3.221 0.469  -0.067
C 1.341 1.837 2.125  -0.046
C 0.937 4.336 1.964  -0.042
H 1.307 3.072 -1.665  0.099
H -2.908 2.348 -1.310  0.101
H -1.541 5.071 -3.041  0.091
H -2.930 3.986 -3.165  0.079
H -2.079 4.496 -4.630  0.085
H 0.724 4.305 -3.639  0.090
H 0.185 3.600 -5.166  0.088
H 1.084 2.618 -4.008  0.059
H -2.663 1.684 -3.920  0.064
H -1.090 0.903 -4.084  0.062
H -1.645 2.055 -5.308  0.091
H -1.803 4.872 1.660  0.069
H -3.415 4.465 2.268  0.085
H -3.115 4.572 0.523  0.088
H -1.042 2.871 3.222  0.057
H -1.660 1.256 2.867  0.050
H -2.719 2.496 3.538  0.087
H -4.151 2.316 0.275  0.074
H -4.344 2.203 2.015  0.088
H -3.479 0.926 1.157  0.061
H 2.777 2.354 -0.137  0.063
H 3.298 3.354 1.219  0.088
H 2.514 4.105 -0.172  0.088
H 1.596 0.953 1.538  0.051
H 0.451 1.598 2.697  0.044
H 2.159 2.026 2.829  0.080
H 0.850 5.178 1.274  0.093
H 1.790 4.525 2.621  0.085
H 0.044 4.321 2.581  0.051
N 0.310 -0.803 4.366  0.211
C 1.426 -0.999 4.560  -0.154
C 2.814 -1.245 4.840  -0.233
C 3.245 -2.547 5.086  -0.037
C 4.578 -2.779 5.379  -0.079
C 5.475 -1.720 5.421  -0.074
C 5.043 -0.425 5.170  -0.067
C 3.711 -0.181 4.878  -0.030
H 2.535 -3.362 5.044  0.118
H 4.918 -3.788 5.573  0.109
H 6.517 -1.906 5.647  0.108
H 5.745 0.397 5.199  0.110
H 3.360 0.823 4.680  0.113
C -0.834 -3.663 3.218  -0.045
N -1.891 -2.716 2.902  -0.179
C -3.263 -3.078 3.219  -0.036
C -1.656 -1.693 2.117  -0.280
N -1.493 -0.767 1.444  0.139
H -1.043 -4.625 2.743  0.090
H -0.772 -3.794 4.300  0.088
H 0.115 -3.286 2.847  0.062
H -3.531 -4.014 2.722  0.085
H -3.934 -2.297 2.873  0.092
H -3.372 -3.195 4.299  0.090

Computed properties:
HOMO-LUMO gap	0.2867	hartree
energy above the lowest of the compared OMol25 structures with the same formula, charge and spin	0.000	eV
LUMO energy	0.212	eV
electronic energy	-2487.55942	Ha
2S+1	1

The following is a DFT calculation (ωB97M-V/def2-TZVPD) of a single C4H7NO molecule at a distorted geometry.

Each line ends with the Löwdin charge.
Positions of all 13 atoms, in Å:
C -0.883 -1.055 -0.113  -0.025
C -0.003 0.178 0.195  -0.602
C 1.378 0.008 -0.465  -0.022
O 0.186 0.432 1.589  -0.012
C -0.671 1.421 -0.276  -0.162
N -1.218 2.430 -0.423  0.165
H -0.428 -1.957 0.313  0.090
H -1.894 -0.949 0.293  0.088
H -0.967 -1.212 -1.198  0.094
H 2.074 0.779 -0.126  0.092
H 1.292 0.074 -1.556  0.093
H 1.813 -0.972 -0.235  0.090
H -0.644 0.777 1.962  0.111

Computed properties:
HOMO-LUMO gap	0.4397	hartree
energy above the lowest of the compared OMol25 structures with the same formula, charge and spin	1.067	eV
LUMO energy	0.761	eV
electronic energy	-286.59242	Ha
2S+1	1

The following is a DFT calculation (ωB97M-V/def2-TZVPD) of a molecular structure, C6H9N at a distorted geometry.

Each line ends with the Löwdin charge.
Positions of all 16 atoms, in Å:
C -1.057 -0.358 0.182  -0.389
C 0.718 1.196 0.688  -0.011
C -0.170 0.697 -0.480  -0.105
C 0.889 -0.157 0.111  -0.440
C -2.487 -0.510 0.290  -0.042
C 2.144 -0.569 -0.600  -0.025
N -0.193 -1.127 0.679  0.197
H 1.557 1.843 0.366  0.118
H 0.180 1.388 1.542  0.077
H -0.270 1.291 -1.372  0.126
H -2.930 -1.518 0.004  0.108
H -3.060 0.145 -0.431  0.094
H -2.845 -0.199 1.226  0.058
H 2.674 -1.319 0.039  0.091
H 2.731 0.318 -0.692  0.061
H 2.122 -1.121 -1.552  0.082

Computed properties:
HOMO-LUMO gap	0.3729	hartree
energy above the lowest of the compared OMol25 structures with the same formula, charge and spin	3.231	eV
LUMO energy	1.052	eV
electronic energy	-288.66332	Ha
2S+1	1